DFT (ωB97M-V with the def2-TZVPD basis set) results for an isolated molecule of C19H20N4O4S.

Last column: Löwdin charge in e.
Geometry (Å):
C -2.00164 -3.42132 2.89420  -0.078
O -1.97022 -2.05053 2.57789  -0.065
C -0.94387 -1.59148 1.81427  -0.191
C 0.09181 -2.36179 1.32494  0.058
C 1.09574 -1.79103 0.53902  -0.160
C 2.19672 -2.66257 0.09386  -0.410
O 2.71680 -3.51037 0.78333  0.102
N 2.69222 -2.46422 -1.19281  0.104
C 2.07704 -1.91128 -2.27295  -0.613
N 0.88031 -1.44720 -2.33707  0.020
N 0.54744 -0.98111 -3.53159  0.022
C 1.46144 -1.07422 -4.42696  -0.571
C 1.33567 -0.64248 -5.81187  -0.295
C 0.00000 -0.80136 -6.49875  -0.106
C 0.47266 0.55732 -6.11995  -0.107
S 2.94891 -1.80607 -3.81594  1.079
C 1.08242 -0.42913 0.28886  -0.034
C 0.05668 0.35593 0.78724  0.020
C -0.96943 -0.20450 1.53109  -0.185
O -2.03193 0.46581 2.04220  -0.018
C -2.10381 1.86572 1.88099  -0.121
C -1.02696 2.60859 2.60544  -0.120
C -0.45031 2.29230 3.87199  -0.285
C -0.75627 1.13540 4.74546  -0.002
N 0.44517 3.18765 4.19056  0.105
O 0.49660 4.09795 3.18756  0.010
C -0.38040 3.75680 2.22994  -0.273
C -0.49713 4.62764 1.03390  0.009
H -2.89462 -3.56071 3.50133  0.094
H -2.07486 -4.03987 1.99412  0.098
H -1.12066 -3.72191 3.47031  0.099
H 0.14975 -3.41853 1.52905  0.118
H 3.52989 -3.00154 -1.38823  0.145
H 2.22981 -0.79049 -6.40273  0.126
H -0.79515 -1.23740 -5.91528  0.103
H 0.00664 -1.08782 -7.53912  0.100
H -0.00354 1.03780 -5.28022  0.101
H 0.81157 1.22926 -6.89337  0.099
H 1.87877 0.03484 -0.27057  0.119
H 0.07065 1.41490 0.58923  0.107
H -2.09882 2.13998 0.81673  0.134
H -3.08266 2.12946 2.29836  0.143
H -1.83144 0.98305 4.80734  0.090
H -0.34245 1.30760 5.73464  0.084
H -0.31436 0.23094 4.32859  0.085
H -1.40012 5.23443 1.09290  0.091
H 0.36457 5.28770 0.98488  0.089
H -0.54863 4.02785 0.12718  0.082

Its net charge is 0. The multiplicity is 1. The gap between HOMO and LUMO is 8.598 eV. Its HOMO energy is -8.2 eV. The SMILES is COc1cc(C(=O)Nc2nnc(C3CC3)s2)ccc1OCc1c(C)noc1C.

DFT (ωB97M-V with the def2-TZVPD basis set) results for an isolated molecule of C19H20N4O5.

Last column: Löwdin charge in e.
Geometry (Å):
C 2.06631 3.63622 -1.82109  -0.081
O 1.19864 3.41311 -0.73509  -0.085
C 1.52052 2.45070 0.17473  -0.296
C 0.68570 2.36577 1.29206  -0.035
C 0.92795 1.41466 2.26182  -0.070
C 1.98331 0.52834 2.13572  -0.023
C 2.80665 0.59502 1.01784  -0.249
N 3.88595 -0.28094 0.89801  0.152
C 4.40262 -0.88769 -0.21545  -0.543
O 5.51814 -1.35034 -0.23904  0.083
N 3.60133 -0.90813 -1.35631  0.088
N 2.21553 -0.98880 -1.25512  0.059
C 1.60551 -1.87843 -0.41238  -0.437
O 2.23113 -2.74918 0.15196  0.100
C 0.13989 -1.69494 -0.26279  -0.130
C -0.62274 -2.80521 0.09301  -0.007
C -1.98422 -2.69494 0.29256  0.027
C -2.60910 -1.45964 0.16801  -0.199
C -1.83793 -0.33186 -0.14362  -0.149
C -0.48019 -0.45356 -0.37698  0.043
N -2.46640 0.91123 -0.15740  0.182
C -3.80822 1.07527 -0.04176  -0.414
O -4.31949 2.16746 0.04972  0.098
C -4.61933 -0.22472 -0.13505  -0.452
C -4.89572 -0.46334 -1.62764  0.016
C -5.91825 -0.08420 0.65200  0.004
O -3.93472 -1.35740 0.40945  0.037
C 2.58454 1.56816 0.04267  0.018
H 2.10868 2.77068 -2.49133  0.092
H 3.07695 3.88253 -1.48314  0.100
H 1.64892 4.48498 -2.36001  0.096
H -0.12911 3.06635 1.38199  0.118
H 0.28502 1.36048 3.12660  0.111
H 2.16838 -0.21889 2.89102  0.118
H 4.35099 -0.55041 1.75327  0.163
H 4.00225 -1.53555 -2.05061  0.156
H 1.69851 -0.22319 -1.66342  0.130
H -0.12569 -3.75555 0.20700  0.121
H -2.58203 -3.55020 0.56228  0.124
H 0.08013 0.44510 -0.58164  0.101
H -1.88828 1.74270 -0.17743  0.157
H -3.96096 -0.58726 -2.17269  0.092
H -5.43810 0.38240 -2.04063  0.099
H -5.49106 -1.36544 -1.74720  0.094
H -6.55362 -0.94699 0.47571  0.091
H -5.69733 -0.02046 1.71438  0.096
H -6.42983 0.82236 0.34407  0.091
H 3.26327 1.62302 -0.79380  0.114

Its net charge is 0. The multiplicity is 1. The gap between HOMO and LUMO is 8.976 eV. Its HOMO energy is -8.6 eV. The SMILES is COc1cccc(NC(=O)NNC(=O)c2ccc3c(c2)NC(=O)C(C)(C)O3)c1.

DFT (ωB97M-V with the def2-TZVPD basis set) results for an isolated molecule of C19H20N4O6S.

Last column: Löwdin charge in e.
Geometry (Å):
C 1.30923 4.46822 -1.61883  -0.046
C 2.21604 4.25980 -0.41563  -0.195
H 3.20643 3.91773 -0.73329  0.122
H 2.30834 5.17372 0.17455  0.126
O 1.65752 3.29682 0.48292  0.008
C 1.89771 2.01766 0.22832  -0.442
O 2.61673 1.62287 -0.66885  0.096
C 1.18816 1.11740 1.15354  -0.024
C 0.33143 1.56238 2.14729  -0.030
N -0.37258 0.75644 2.93406  0.090
C -0.30855 -0.52818 2.66248  -0.604
N 0.47857 -1.06358 1.72422  0.116
C 1.31207 -0.29696 0.98944  -0.229
N 2.20022 -0.89321 0.22339  0.247
H 2.72051 -0.31472 -0.42605  0.110
H 2.09386 -1.91399 0.14195  0.104
S -1.25221 -1.69639 3.49965  1.094
C -0.81447 -3.09407 2.39033  -0.401
C -2.07565 -3.62169 1.72701  -0.094
C -2.24242 -2.73190 0.49707  -0.450
O -3.25031 -2.56437 -0.14113  0.097
N -1.02902 -2.18463 0.23268  0.087
C 0.03486 -2.57661 1.18703  -0.559
O 1.02098 -3.20090 0.77218  -0.021
C -0.74898 -1.28159 -0.81720  -0.206
C 0.12763 -1.62666 -1.83202  -0.007
C 0.50294 -0.67584 -2.76464  -0.004
C 0.00989 0.62228 -2.71432  -0.199
C -0.93330 0.95269 -1.72110  -0.200
C -1.28818 -0.00233 -0.78042  0.084
H -1.99514 0.27466 -0.01342  0.145
O -1.47905 2.19630 -1.55161  -0.082
C -1.95902 2.87628 -2.69649  -0.070
H -2.60107 2.22524 -3.29610  0.103
H -2.54708 3.70863 -2.31219  0.094
H -1.14723 3.25524 -3.31994  0.079
O 0.40665 1.62018 -3.56090  -0.116
C 1.40435 1.33804 -4.51386  -0.072
H 2.33465 1.02294 -4.03194  0.099
H 1.57145 2.27419 -5.04497  0.097
H 1.07783 0.57384 -5.22541  0.098
H 1.20636 -0.95710 -3.53114  0.107
H 0.53492 -2.62414 -1.87033  0.124
H -2.95729 -3.58226 2.36427  0.115
H -1.93269 -4.64962 1.38765  0.136
H -0.26316 -3.83298 2.96975  0.117
H 0.20055 2.61913 2.32888  0.133
H 1.71833 5.24983 -2.25271  0.082
H 1.23241 3.54819 -2.19250  0.060
H 0.31428 4.75615 -1.28910  0.083

Its net charge is 0. The multiplicity is 1. The gap between HOMO and LUMO is 8.129 eV. Its HOMO energy is -8.4 eV.

DFT (ωB97M-V with the def2-TZVPD basis set) results for a structure of composition C19H20N8RuS3Sb.

Last column: Löwdin charge in e.
Geometry (Å):
Ru -0.08257 0.15245 0.03430  0.594
S -1.11754 -0.11786 2.15681  -0.023
Sb 0.13559 0.74461 3.84419  0.626
S 1.05872 2.06505 0.71997  0.040
S 1.76674 1.88049 2.66202  -0.120
N 0.76405 -1.80382 -2.48588  0.136
C 0.02451 -2.46483 -1.52882  -0.311
C 0.23850 -3.83633 -1.34794  0.000
C -0.55638 -4.51657 -0.45844  -0.042
C -1.55502 -3.83265 0.23329  -0.054
C -1.66553 -2.48024 0.02558  -0.179
N -0.88243 -1.78485 -0.82536  0.008
C 0.62297 -0.48540 -2.91933  -0.287
C 0.66140 -0.23686 -4.29113  0.009
C 0.60259 1.06250 -4.74320  -0.036
C 0.49702 2.08858 -3.81300  -0.034
C 0.44656 1.75828 -2.47829  -0.140
N 0.51302 0.49351 -2.02111  -0.012
H 1.26550 -2.40101 -3.12214  0.147
H 1.01611 -4.33918 -1.90768  0.122
H -0.40720 -5.57703 -0.30412  0.120
H -2.21424 -4.33430 0.92582  0.115
H -2.41045 -1.89621 0.54949  0.076
H 0.72602 -1.06882 -4.97925  0.121
H 0.62621 1.27377 -5.80363  0.120
H 0.45100 3.12529 -4.11193  0.117
H 0.36770 2.52992 -1.72410  0.065
N 3.18797 0.07606 -0.68334  0.127
C 2.90470 -0.90159 0.22200  -0.378
C 3.94756 -1.71662 0.70418  -0.010
C 3.67555 -2.72321 1.58903  -0.054
C 2.35289 -2.92910 1.98614  -0.062
C 1.39186 -2.09592 1.47748  -0.195
N 1.63065 -1.08006 0.61676  -0.028
H 4.15717 0.33534 -0.76182  0.107
H 2.54034 0.85214 -0.69682  -0.017
H 4.95730 -1.51978 0.36960  0.117
H 4.47415 -3.34472 1.97197  0.116
H 2.07588 -3.72030 2.66702  0.109
H 0.35678 -2.23727 1.74862  0.043
N -4.66380 0.92758 -2.72292  0.142
C -3.81991 1.43094 -1.78121  -0.361
C -2.65362 0.74148 -1.40712  -0.067
N -1.81316 1.24492 -0.51172  -0.115
C -2.11499 2.43799 0.02576  -0.165
C -3.26425 3.09924 -0.36060  -0.093
N -4.11898 2.61323 -1.25204  0.137
H -4.61455 -0.04049 -2.98177  0.100
H -5.54417 1.39902 -2.84279  0.108
H -2.39953 -0.21551 -1.84086  0.099
H -1.42658 2.84240 0.74990  0.047
H -3.50492 4.06281 0.07131  0.117

Its net charge is +1. The multiplicity is 1. The gap between HOMO and LUMO is 5.826 eV. Its HOMO energy is -9.8 eV.

DFT (ωB97M-V with the def2-TZVPD basis set) results for a structure of composition C19H20O2Pt.

Last column: Löwdin charge in e.
Geometry (Å):
Pt 0.07575 -0.79676 0.11491  1.137
C -3.66115 -1.78472 -1.43436  -0.052
C -4.05121 -0.98339 -0.19328  -0.373
C -4.96048 -1.80958 0.72474  -0.057
C -2.85506 -0.48189 0.58369  -0.203
C -1.95764 -1.36672 1.18905  -0.143
C -0.95064 -0.88479 2.06987  -0.209
C -0.82560 0.49872 2.31007  -0.289
C 0.20099 1.00357 3.28187  -0.033
C -1.68267 1.37038 1.62760  -0.021
C -2.68077 0.89142 0.80109  -0.008
H -4.55672 -2.13603 -1.94901  0.084
H -3.04861 -2.64818 -1.17483  0.081
H -3.09428 -1.16826 -2.13018  0.072
H -4.61761 -0.10746 -0.52026  0.133
H -4.46581 -2.72987 1.03895  0.080
H -5.87604 -2.08074 0.19851  0.082
H -5.23290 -1.24254 1.61640  0.085
H -2.11876 -2.43422 1.11285  0.122
H -0.43182 -1.57616 2.72326  0.122
H 1.18118 1.04405 2.80201  0.081
H 0.27714 0.33844 4.14145  0.087
H -0.05117 2.00450 3.62772  0.083
H -1.58214 2.43777 1.77946  0.123
H -3.35518 1.59320 0.32682  0.123
O -0.37423 -2.04652 -1.72496  -0.153
C -0.44450 -1.03346 -2.47690  -0.590
O -0.29300 0.13745 -2.08772  -0.097
H -0.66187 -1.21350 -3.54225  0.134
C 1.98967 -0.36491 0.20931  -0.172
C 3.18666 -0.18338 0.15944  -0.126
C 4.60619 -0.02023 0.14183  -0.265
C 5.27077 0.38278 -1.01937  -0.037
C 6.65231 0.47992 -1.03137  -0.090
C 7.38780 0.18818 0.10862  -0.099
C 6.73451 -0.19690 1.27155  -0.091
C 5.35486 -0.30376 1.28937  -0.044
H 4.69498 0.60536 -1.90757  0.115
H 7.16349 0.78467 -1.93578  0.101
H 8.46782 0.25899 0.09425  0.098
H 7.30302 -0.41745 2.16612  0.100
H 4.83435 -0.61052 2.18682  0.110

Its net charge is 0. The multiplicity is 1. The gap between HOMO and LUMO (alpha / beta) is 6.275 / 6.133 eV. Its HOMO energy (alpha / beta) is -7.9 / -7.9 eV.

no.,F_max (eV/Å)
1,1.67
2,0.83
3,1.11
4,0.67
5,1.18